Computed, not measured: a 16-piece molecular cluster, C18H68N14O16 overall in a non-equilibrium geometry, with the ωB97M-V functional and the def2-TZVPD basis.

XYZ file:
```
116
Properties=species:S:1:pos:R:3:forces:R:3:mulliken_charge:R:1
C -3.04138 -0.56534 -0.63902 -0.24 -0.47 -0.44 1.295
C -3.94552 -1.59610 -1.31692 0.43 -0.60 1.90 -1.128
O -3.10304 -2.34739 -2.17031 0.86 2.23 -0.30 -0.515
H -2.18265 -1.01569 -0.12292 -0.14 -0.12 -0.45 -0.870
H -3.56202 -0.02655 0.12621 -0.53 0.41 0.35 0.697
H -2.71564 0.11738 -1.42307 0.27 0.16 0.38 -0.782
H -4.80236 -1.15720 -1.81125 -0.06 0.27 -0.42 0.344
H -4.32856 -2.31946 -0.58836 -0.22 0.40 0.25 0.371
H -3.59608 -2.95249 -2.66549 -1.07 -1.77 -1.32 0.199
C 0.19430 0.94927 0.68505 -0.02 -0.69 1.37 1.214
C 0.65957 -0.37796 0.13467 2.10 -2.51 1.88 2.083
O 0.40878 -0.51017 -1.21904 -0.53 -0.55 -1.55 3.745
H 0.07578 0.72527 1.76386 -0.04 0.60 -0.52 -0.528
H -0.80813 1.24430 0.33480 0.45 -0.10 -0.08 -1.217
H 0.93827 1.75443 0.62659 -0.32 -0.23 -0.35 0.558
H 0.22868 -1.31482 0.56695 -0.57 1.24 0.40 -1.519
H 1.78529 -0.69983 0.38073 -1.90 1.61 -0.73 -0.221
H 0.63070 -1.44667 -1.41776 0.07 0.10 -0.30 -1.140
C 4.24565 -1.59253 0.56779 0.71 1.15 -7.52 0.456
O 4.64778 -1.12511 -0.60134 -1.48 -1.89 4.29 -0.629
N 3.35131 -2.51565 0.70667 -2.70 -3.65 0.58 -0.156
N 4.54671 -1.00832 1.65977 3.91 4.60 5.19 -0.416
H 2.92081 -2.75729 -0.14498 -0.31 -0.72 -0.80 0.005
H 2.74927 -2.82695 1.53302 1.61 1.30 -0.73 0.193
H 5.09919 -0.12512 1.47164 -0.54 -1.69 0.75 0.233
H 4.62857 -1.46912 2.59155 0.02 0.42 -1.45 0.320
C -1.83707 1.17805 -4.15559 0.17 4.65 -4.94 0.299
O -1.82719 2.10005 -5.20536 -0.16 -4.90 5.62 -0.762
N -2.73814 0.24101 -3.95521 -1.97 -1.09 -0.57 -0.031
N -0.87176 1.15807 -3.23235 2.85 2.51 -0.27 0.535
H -3.48897 0.08174 -4.58528 -0.27 0.42 -0.79 0.231
H -2.79475 -0.39414 -3.18244 0.69 -0.12 0.31 0.206
H -0.14346 1.89918 -3.42338 -1.08 -1.50 0.51 0.125
H -0.74929 0.53682 -2.43843 -0.17 -0.02 -0.12 -0.868
C -2.92398 -1.35768 2.65306 -7.20 4.54 -0.51 0.572
O -4.21882 -0.97793 2.45608 5.38 -1.78 0.17 -0.782
N -1.97120 -0.45103 2.66586 2.05 1.22 0.17 0.455
N -2.64635 -2.56688 2.94680 1.99 -4.90 2.19 -0.184
H -2.34340 0.45726 2.44958 0.10 0.50 -0.20 0.048
H -1.00271 -0.53368 3.06347 -1.82 -0.26 -0.79 -0.179
H -3.48114 -3.16317 3.07361 1.18 0.37 0.10 0.295
H -1.71211 -2.74788 3.45697 -2.57 -0.10 -1.33 0.073
C -1.04452 -4.87288 -1.80203 -4.50 -0.86 -5.15 0.407
O -1.75124 -5.18488 -2.96785 4.16 1.45 5.69 -0.730
N -1.37720 -3.93018 -0.96021 -2.71 2.76 -0.12 0.205
N 0.06565 -5.39315 -1.29262 2.37 -2.74 -0.77 -0.342
H -2.01230 -3.19774 -1.40614 0.65 -1.21 1.36 -0.288
H -0.89781 -3.79226 -0.02481 -1.13 0.45 -2.03 0.489
H 0.60226 -6.09753 -1.75606 -0.12 -0.54 -0.03 0.201
H 0.18212 -5.25215 -0.30406 0.24 -0.61 -0.39 0.049
C 0.70056 5.57165 2.37881 2.38 4.12 3.20 0.396
O 1.45315 6.25969 3.29597 -3.91 -3.79 -4.20 -0.722
N -0.62369 5.71059 2.25082 -3.81 1.25 1.54 -0.174
N 1.29001 4.84684 1.41859 -0.23 -0.55 1.16 -0.344
H -1.15488 6.27137 2.95359 1.54 -0.50 -0.56 0.279
H -1.38691 5.28658 1.67356 2.12 -0.18 -0.01 0.096
H 2.23866 5.02963 1.49779 2.29 0.06 -0.48 0.251
H 0.91745 4.50511 0.54515 -0.01 -0.03 0.42 0.312
C 1.52611 -1.23528 3.30411 4.51 -6.07 -1.05 0.274
O 1.86084 -2.54446 3.11235 -1.63 4.44 0.07 -0.833
N 2.24095 -0.23910 2.94768 1.25 1.80 -1.61 0.145
N 0.54895 -0.98135 4.05328 -7.35 -1.18 5.45 -0.268
H 2.96967 -0.58893 2.33696 0.59 1.13 -0.33 0.146
H 1.90640 0.75624 2.91467 0.58 -0.96 -0.12 0.237
H 0.08043 -1.84032 4.45352 0.97 1.42 -0.59 0.375
H 0.34643 -0.17241 4.65115 0.81 -0.16 -0.86 0.153
C 3.09840 0.96935 -2.62803 9.89 -0.32 -1.38 0.280
O 4.43252 1.22947 -2.44125 -6.03 -0.80 -1.72 -0.800
N 2.25195 1.30914 -1.78890 -4.34 4.01 7.98 0.496
N 2.56765 0.27034 -3.57626 1.12 -2.12 -4.08 -0.143
H 2.78372 1.76053 -1.01548 -1.01 -0.45 -0.43 0.206
H 1.46365 0.67033 -1.51027 1.24 0.79 -0.92 -1.110
H 3.29682 -0.03560 -4.21349 -0.81 -0.36 -0.29 0.237
H 1.59269 -0.00370 -3.69603 0.75 0.09 0.09 0.012
C -2.50773 3.15584 -1.25349 -0.22 0.25 0.94 -1.311
O -2.01837 3.74420 -0.03347 -0.39 0.77 -0.48 -0.596
H -2.30622 2.12078 -1.15436 -0.55 -1.27 -0.05 0.466
H -1.95292 3.42424 -2.11925 0.40 0.86 -0.76 0.276
H -3.56276 3.40660 -1.38213 0.21 -0.18 0.10 0.451
H -1.06469 3.77174 -0.13381 0.41 -0.17 0.12 0.401
C 2.43458 -3.01986 -2.35664 -2.17 -0.08 0.62 -0.994
O 1.55716 -3.13020 -1.21772 -0.08 1.62 -0.15 -0.493
H 2.82826 -2.05017 -2.38681 0.88 1.17 0.08 0.215
H 1.93942 -3.24910 -3.25205 -1.22 0.16 -1.38 0.245
H 3.10067 -3.78326 -2.28825 2.77 -1.78 0.45 0.479
H 0.90854 -3.82339 -1.33639 -0.08 -0.54 -0.45 0.357
C -0.58303 -2.56938 -4.38657 -2.99 1.49 2.16 -0.544
O 0.14215 -1.41131 -4.40106 3.37 1.98 -0.57 -0.683
H -1.44072 -2.30009 -4.98367 -0.93 -0.98 -0.22 0.446
H -0.88122 -2.66087 -3.32123 -0.28 -0.99 -0.73 -0.004
H -0.13609 -3.43714 -4.74992 1.27 -1.09 -0.60 0.365
H -0.35715 -0.63666 -4.12462 -0.31 -0.45 -0.20 0.030
C 2.09938 2.81039 4.25184 0.76 -2.69 1.18 -0.730
O 1.94035 2.48744 2.90274 -0.33 -0.40 -0.79 -0.657
H 1.60437 3.69015 4.49227 -0.57 1.84 0.57 0.435
H 3.17233 2.80446 4.48969 -0.30 0.45 0.14 0.212
H 1.65382 1.98357 4.91520 0.42 0.94 -0.90 0.162
H 1.62347 3.25326 2.39010 0.07 -0.08 0.13 0.228
C 0.35190 5.17788 -1.49452 3.33 1.56 -0.41 -0.992
O 0.80183 3.96993 -0.91217 -0.94 -0.31 0.14 -0.593
H 0.07703 5.92163 -0.77002 -0.88 -0.06 0.37 0.379
H -0.28939 4.93010 -2.27591 -1.72 0.30 -1.05 0.514
H 1.27365 5.61228 -1.94557 -0.68 0.10 -0.12 0.209
H 0.79419 3.42048 -1.68153 0.68 -1.60 -0.26 0.242
C -1.92693 2.75372 2.95682 -0.10 0.57 0.25 -0.771
O -2.76854 2.15506 2.02380 -0.83 -0.76 0.66 -0.671
H -0.90859 2.67333 2.63680 0.96 0.14 -0.13 0.253
H -2.03225 2.24865 3.89456 -0.08 -0.60 0.58 0.368
H -2.14644 3.79294 3.19778 -0.19 0.12 -0.31 0.463
H -2.93640 2.74203 1.29849 0.23 0.57 -0.65 0.368
C 0.28175 -4.62325 1.72272 -0.20 0.19 0.32 -0.948
O -0.35686 -3.42374 1.28281 0.36 -0.53 1.28 -0.215
H 1.12197 -4.82296 1.03211 -0.02 -0.22 1.04 0.323
H -0.44234 -5.41296 1.81880 -0.52 -0.61 -1.04 0.365
H 0.50810 -4.54416 2.77114 1.20 0.38 0.19 0.410
H -0.03972 -2.73782 1.86268 0.46 0.56 0.16 -0.579
```
Positions in Å, forces in eV/Å.

The value obtained for the frontier orbital gap is 0.299 hartree.